Computed, not measured: a gas-phase ion, C8H10ClN2O2S (charge -1), with ωB97M-V with the def2-TZVPD basis set.

Calculated values
- Highest occupied orbital energy: -4.470 eV
- Relative energy (zero: lowest compared OMol25 entry of this formula, charge and spin): 58.4 kJ/mol
- Net charge: -1
- LUMO energy: 0.0978 Eh
- Kohn-Sham gap: 7.13 eV
- SMILES string: CC/N=C/C(=C\N=C(/Cl)SC)C(=O)[O-]

```
24
Properties=species:S:1:pos:R:3:lowdin_charge:R:1
C 3.019 1.180 -0.408 -0.100
C 2.257 -0.128 -0.408 -0.339
N 0.944 -0.027 0.077 0.018
C 0.561 -0.927 0.939 -0.093
C -0.714 -1.005 1.527 -0.128
C -1.919 -0.634 1.051 -0.068
N -2.187 -0.086 -0.160 0.008
C -2.724 -0.242 -1.259 -1.039
Cl -3.602 -1.673 -1.853 0.530
S -2.507 0.946 -2.564 0.788
C -1.069 1.720 -1.930 -0.476
C -0.768 -1.664 2.917 -0.734
O -1.692 -1.219 3.603 -0.059
O 0.096 -2.512 3.187 -0.050
H 3.741 1.217 -1.112 0.015
H 2.331 1.927 -0.860 0.080
H 3.339 1.309 0.624 0.078
H 2.096 -0.265 -1.522 0.125
H 2.754 -0.906 0.145 0.100
H 1.123 -1.716 1.278 0.087
H -2.783 -0.949 1.717 0.149
H -0.484 0.949 -1.413 -0.008
H -1.387 2.213 -1.015 0.023
H -0.423 2.491 -2.561 0.093
```

***

Computed, not measured: a single C8H10ClNO2 molecule, with ωB97M-V with the def2-TZVPD basis set.

Calculated values
- Highest occupied orbital energy: -9.681 eV
- Relative energy (zero: lowest compared OMol25 entry of this formula, charge and spin): 145.4 kJ/mol
- Net charge: 0
- LUMO energy: 0.0092 Eh
- Kohn-Sham gap: 9.93 eV
- SMILES string: C[C@@H](O)[C@](O)(Cl)c1cccnc1

```
22
Properties=species:S:1:pos:R:3:lowdin_charge:R:1
C -1.211 1.691 0.202 -0.003
C -1.633 0.249 0.403 -0.480
O -3.007 0.013 0.417 -0.069
C -0.952 -0.618 -0.644 -0.653
O -1.466 -0.463 -1.847 0.027
Cl -1.649 -2.430 -0.125 0.524
C 0.544 -0.619 -0.382 -0.194
C 1.010 -0.994 0.899 -0.052
C 2.348 -1.028 1.110 -0.058
C 3.236 -0.941 0.004 -0.082
N 2.700 -0.727 -1.222 0.061
C 1.474 -0.381 -1.349 -0.145
H -1.702 1.885 -0.735 0.083
H -1.439 2.466 0.959 0.106
H -0.210 1.798 -0.019 0.050
H -1.282 -0.132 1.367 0.124
H -3.425 0.319 -0.474 0.153
H -0.879 -0.589 -2.598 0.122
H 0.289 -1.350 1.680 0.126
H 2.790 -1.164 2.163 0.134
H 4.281 -1.059 -0.008 0.090
H 1.188 -0.078 -2.385 0.134
```

***

Computed, not measured: a single C8H10ClOP molecule, with ωB97M-V with the def2-TZVPD basis set.

Calculated values
- Highest occupied orbital energy: -7.843 eV
- Relative energy (zero: lowest compared OMol25 entry of this formula, charge and spin): 473.3 kJ/mol
- Net charge: 0
- LUMO energy: 0.0081 Eh
- Kohn-Sham gap: 8.06 eV
- SMILES string: C=[P@](C)(Cl)Oc1ccccc1

```
21
Properties=species:S:1:pos:R:3:lowdin_charge:R:1
C 1.576 -1.448 1.658 -0.141
P 1.944 0.021 0.054 0.560
C 3.056 -0.672 -1.280 -0.225
Cl 2.563 2.003 0.292 0.271
O 0.721 0.188 -1.021 -0.295
C -0.552 0.255 -0.464 -0.364
C -0.723 0.629 0.821 -0.110
C -2.006 0.719 1.343 -0.085
C -3.062 0.482 0.529 -0.134
C -2.915 0.078 -0.784 -0.099
C -1.644 -0.058 -1.264 -0.035
H 0.492 -1.440 1.314 -0.070
H 1.860 -0.939 2.627 -0.054
H 3.725 0.134 -1.579 0.014
H 3.712 -1.496 -0.780 0.081
H 2.413 -0.896 -2.153 0.052
H 0.217 0.934 1.316 0.061
H -2.201 1.293 2.321 0.143
H -4.112 0.554 0.986 0.131
H -3.756 -0.057 -1.592 0.147
H -1.307 -0.285 -2.345 0.152
```

***

Computed, not measured: a single C8H10F2N2 molecule, with ωB97M-V with the def2-TZVPD basis set.

Calculated values
- Highest occupied orbital energy: -10.057 eV
- Relative energy (zero: lowest compared OMol25 entry of this formula, charge and spin): 401.9 kJ/mol
- Net charge: 0
- LUMO energy: 0.0035 Eh
- Kohn-Sham gap: 10.15 eV
- SMILES string: C#CC1(C(F)(F)C(C)(C)C)N=N1

```
22
Properties=species:S:1:pos:R:3:lowdin_charge:R:1
C 2.481 2.304 -1.060 0.154
C 2.148 1.449 -0.282 -0.075
C 1.841 0.174 0.313 -0.377
C 0.561 -0.729 -0.562 -0.442
F 0.760 -0.462 -1.836 0.127
F 0.845 -2.037 -0.522 0.104
C -0.818 -0.426 0.042 -0.513
C -0.993 1.175 0.134 0.006
C -1.855 -0.957 -0.886 -0.053
C -0.761 -0.962 1.440 -0.031
N 2.068 -0.190 1.693 0.149
N 2.826 -0.695 0.865 0.180
H 2.952 3.162 -1.432 0.027
H -0.155 1.626 0.502 0.028
H -1.863 1.380 0.776 0.095
H -1.289 1.591 -0.779 0.067
H -2.018 -2.012 -0.957 0.079
H -1.738 -0.531 -1.891 0.093
H -2.895 -0.569 -0.679 0.108
H -0.661 -2.095 1.208 0.131
H 0.171 -0.653 1.926 0.049
H -1.609 -0.544 1.988 0.097
```

***

Computed, not measured: a molecular structure, C8H10F2N3Ni2O14S2, with ωB97M-V with the def2-TZVPD basis set.

Calculated values
- Multiplicity: 5
- Highest occupied orbital energy (alpha / beta): -5.169 / -5.142 eV
- Relative energy (zero: lowest compared OMol25 entry of this formula, charge and spin): 12.5 kJ/mol
- Net charge: -1
- LUMO energy (alpha / beta): 0.0169 / 0.0182 Eh
- Kohn-Sham gap (alpha / beta): 5.63 / 5.64 eV

```
41
Properties=species:S:1:pos:R:3:lowdin_charge:R:1
Ni -0.413 -0.124 -0.833 0.670
Ni -0.036 -2.975 -1.093 0.880
C 3.506 0.146 0.793 -0.009
C 2.410 -0.611 0.351 -0.293
C 2.551 -2.177 0.387 -0.293
O 1.575 -2.884 -0.025 -0.127
C 3.735 -2.706 0.892 0.004
C 4.762 -1.913 1.400 -0.358
C 4.679 -0.415 1.277 -0.376
O 5.634 0.347 1.536 0.024
O 5.607 -2.491 2.113 0.036
O 1.305 -0.064 0.075 -0.111
H 3.402 1.219 0.717 0.116
H 3.727 -3.771 1.079 0.114
N -0.908 1.648 -1.379 -0.330
S -0.554 3.174 -1.147 0.475
O -1.440 3.919 -0.296 -0.252
O 0.044 3.857 -2.256 -0.245
F 0.649 2.827 -0.171 -0.181
S -2.084 1.912 -2.601 0.574
O -1.538 2.188 -3.885 -0.236
O -3.342 2.432 -2.191 -0.229
F -2.461 0.344 -2.721 -0.214
O 0.136 -1.404 -2.267 -0.323
H 0.563 -1.221 -3.097 0.017
O -1.039 -1.749 0.081 -0.332
H -1.353 -2.122 0.898 0.020
C -4.007 -0.984 -0.572 0.019
N -5.167 -0.763 -1.489 -0.448
O -5.937 0.100 -1.111 0.061
O -5.277 -1.428 -2.489 0.067
H -3.851 -0.093 0.026 0.101
H -3.122 -1.259 -1.130 0.050
H -4.302 -1.795 0.093 0.103
C 0.945 1.499 2.746 0.050
N -0.430 0.945 2.652 -0.405
O -0.937 0.921 1.548 0.025
O -0.990 0.655 3.684 0.076
H 1.066 2.013 3.696 0.100
H 1.236 2.131 1.918 0.079
H 1.656 0.671 2.789 0.099
```

***

Computed, not measured: 2 unconnected molecules or ions with the total composition C8H10FN2, with ωB97M-V with the def2-TZVPD basis set.

Calculated values
- Highest occupied orbital energy: -12.566 eV
- Relative energy (zero: lowest compared OMol25 entry of this formula, charge and spin): 131.5 kJ/mol
- Net charge: +1
- LUMO energy: -0.1452 Eh
- Kohn-Sham gap: 8.61 eV

```
21
Properties=species:S:1:pos:R:3:lowdin_charge:R:1
C 3.338 1.209 -0.639 -0.080
C 3.366 -0.175 -0.315 -0.047
C 2.166 1.837 -0.471 -0.098
C 2.210 -0.832 0.110 -0.043
C 0.990 1.207 0.001 -0.024
C 1.028 -0.160 0.294 -0.265
C -3.421 0.225 -0.092 -0.199
C -0.430 -1.451 1.730 0.065
N -0.283 -0.583 0.786 -0.017
N -2.672 0.648 0.832 0.192
F -4.675 0.024 -0.057 0.202
H 4.231 1.743 -1.076 0.139
H 4.321 -0.683 -0.464 0.115
H 2.139 2.971 -0.428 0.136
H 2.229 -1.930 0.444 0.141
H 0.087 1.778 0.059 0.094
H 0.489 -1.869 2.213 0.114
H -1.416 -1.780 2.026 0.083
H -2.831 -0.056 -1.090 0.214
H -1.571 0.209 0.660 0.105
H -3.018 0.955 1.767 0.173
```

***

Computed, not measured: a molecular structure, C8H10FN2O3, with ωB97M-V with the def2-TZVPD basis set.

Calculated values
- Multiplicity: 3
- Highest occupied orbital energy (alpha / beta): -2.263 / -5.188 eV
- Relative energy (zero: lowest compared OMol25 entry of this formula, charge and spin): 0.0 kJ/mol
- Net charge: -1
- LUMO energy (alpha / beta): 0.1188 / 0.0523 Eh
- Kohn-Sham gap (alpha / beta): 5.50 / 6.61 eV

```
24
Properties=species:S:1:pos:R:3:lowdin_charge:R:1
C 3.483 -0.116 -0.807 -0.128
C 2.297 -0.726 -0.151 -0.078
C 1.533 0.233 0.390 -0.039
C 2.176 -2.326 -0.076 -0.707
C -1.786 0.893 -1.115 -0.080
C -3.298 -0.035 0.629 -0.074
C -0.721 -0.297 0.861 -0.197
C -1.880 0.612 0.368 -0.360
N 3.537 1.188 -0.746 -0.011
N 2.460 1.714 -0.264 0.002
O 3.282 -2.842 -0.090 -0.022
O 1.036 -2.783 0.064 -0.049
O 0.379 0.489 1.033 -0.030
F 2.743 2.870 0.556 -0.141
H 4.038 -0.736 -1.567 0.123
H -2.600 0.434 -1.635 0.062
H -0.860 0.495 -1.433 0.062
H -1.707 1.931 -1.412 0.073
H -3.353 -1.133 0.230 0.126
H -4.124 0.544 0.427 0.038
H -3.215 -0.087 1.648 0.019
H -1.069 -0.691 1.915 0.153
H -0.412 -1.246 0.360 0.123
H -1.939 1.616 0.812 0.135
```

***

Computed, not measured: a molecular structure, C8H10K3N2O16S4Zn2, with ωB97M-V with the def2-TZVPD basis set.

Calculated values
- Highest occupied orbital energy: -5.405 eV
- Net charge: -1
- LUMO energy: 0.0031 Eh
- Kohn-Sham gap: 5.49 eV

```
45
Properties=species:S:1:pos:R:3:lowdin_charge:R:1
Zn -14.454 17.944 -0.287 0.796
Zn -14.724 17.295 -4.718 0.698
K -11.113 19.654 -0.763 0.933
K -12.423 20.120 -5.299 0.961
K -11.622 16.042 -2.091 0.930
S -15.437 15.916 -2.549 0.327
O -15.509 16.587 -1.234 -0.341
O -15.862 14.544 -2.439 -0.274
O -16.243 16.639 -3.573 -0.370
O -14.133 16.108 -3.166 -0.430
S -12.218 16.948 1.005 0.245
O -12.919 18.289 1.003 -0.453
O -13.141 16.271 0.098 -0.445
O -10.838 17.043 0.460 -0.467
O -12.268 16.366 2.330 -0.311
S -13.984 19.438 -2.412 0.253
O -14.319 18.953 -3.743 -0.383
O -15.101 19.443 -1.439 -0.330
O -13.153 18.404 -1.819 -0.507
O -13.330 20.722 -2.475 -0.372
S -13.308 16.464 -6.791 0.297
O -13.756 16.547 -8.179 -0.353
O -13.364 17.742 -6.009 -0.542
O -14.399 15.790 -6.014 -0.384
O -11.962 15.919 -6.629 -0.367
N -15.017 23.153 -1.706 0.009
C -15.944 22.502 -0.929 -0.118
C -16.893 23.424 -0.580 -0.118
C -16.448 24.676 -1.016 -0.135
C -15.325 24.496 -1.793 -0.135
H -14.242 22.651 -2.110 0.101
H -15.753 21.478 -0.665 0.090
H -17.747 23.214 0.045 0.092
H -16.914 25.615 -0.756 0.086
H -14.731 25.147 -2.409 0.092
N -18.366 18.458 -3.424 0.028
C -18.331 19.620 -2.716 -0.140
C -19.426 20.378 -3.052 -0.130
C -20.152 19.635 -4.009 -0.139
C -19.456 18.471 -4.255 -0.137
H -17.676 17.694 -3.390 0.098
H -17.490 19.802 -2.068 0.087
H -19.729 21.251 -2.496 0.080
H -21.101 19.910 -4.444 0.077
H -19.660 17.617 -4.878 0.103
```

***

Taking the records one at a time from the top gives calculated total energy values of -1429.19007 -976.21981 -1187.50171 -619.89012 -5541.05421 -519.89748 -745.69928 -8575.88435 hartree.